Here is an isolated molecule of C5H6N4O from the Open Molecules 2025 dataset. Energies are from the ωB97M-V functional and the def2-TZVPD basis.

Calculated values
E_tot ... -488.26148 Eh
Relative energy (zero: lowest compared OMol25 entry of this formula, charge and spin) ... 4.446 eV
Largest force on an atom ... 0.1215 Eh/bohr

Element x y z (Å)
C  -2.635  -1.121  -0.117
C  -1.265  -1.021  -0.450
C  2.248  -0.104  -0.084
C  1.712  0.424  1.262
C  0.283  0.999  -0.210
N  -3.032  0.083  0.333
N  -2.050  0.908  0.294
N  -0.957  0.292  -0.190
N  1.381  0.439  -0.877
O  3.231  -0.768  -0.339
H  -3.294  -1.845  -0.284
H  -0.613  -1.644  -0.850
H  1.526  -0.334  1.906
H  2.075  1.363  1.658
H  0.014  2.020  -0.145
H  1.376  0.307  -1.907

Forces on atoms 1 to 3 (eV/Å):
4.6 2.9 -0.3
-4.1 3.1 1.9
2.7 -0.3 2.9